The following is a DFT calculation (ωB97M-V/def2-TZVPD) of 2 unconnected molecules or ions with the total composition C6H12Si at a distorted geometry.

Last column: Löwdin charge in e.
Atoms and positions in Å:
C: -1.814 -1.070 1.085  -0.49
C: -1.155 -2.270 0.537  -0.43
C: 0.322 2.035 0.525  0.03
C: 0.812 1.123 -0.349  -0.42
C: 1.889 0.152 0.024  -0.11
C: 0.278 0.970 -1.783  -0.06
Si: -0.271 -1.446 2.077  0.80
H: -1.853 -0.253 0.337  0.06
H: -2.723 -1.234 1.709  0.06
H: -1.627 -3.296 0.640  0.07
H: -0.650 -2.085 -0.360  0.00
H: 0.635 2.060 1.559  0.05
H: -0.391 2.782 0.248  0.05
H: 2.671 0.297 -0.759  0.10
H: 1.582 -0.887 -0.113  0.04
H: 1.922 0.237 1.137  0.05
H: 0.135 0.034 -2.150  0.03
H: 0.935 1.491 -2.522  0.10
H: -0.697 1.360 -1.841  0.05

Max |F|, eV/Å: 3.81
DFT total energy, eV: -14290.31458
HOMO, eV: -8.2
Relative energy (zero: lowest compared OMol25 entry of this formula, charge and spin), kcal/mol: 88.8
Gap between HOMO and LUMO, eV: 7.9

***

The following is a DFT calculation (ωB97M-V/def2-TZVPD) of a gas-phase ion, C22H40N (charge +1).

Last column: Löwdin charge in e.
Atoms and positions in Å:
C: 6.036 4.146 1.526  -0.12
C: 6.433 3.189 0.409  -0.28
C: 5.378 2.108 0.185  -0.24
C: 5.780 1.143 -0.929  -0.22
C: 4.704 0.105 -1.252  -0.22
C: 4.474 -0.887 -0.113  -0.22
C: 3.586 -2.069 -0.503  -0.21
C: 2.139 -1.662 -0.773  -0.22
C: 1.245 -2.848 -1.146  -0.21
C: 1.013 -3.868 -0.029  -0.20
C: 0.322 -3.351 1.235  -0.18
C: -1.142 -2.921 1.027  -0.16
C: -1.234 -1.416 0.780  -0.13
N: -2.590 -0.881 0.444  -0.32
C: -3.077 -1.458 -0.820  0.02
C: -3.552 -1.186 1.516  0.02
C: -2.452 0.612 0.293  -0.07
C: -3.733 1.329 -0.047  -0.24
C: -4.091 1.544 -1.375  -0.05
C: -5.260 2.217 -1.685  -0.05
C: -6.080 2.688 -0.673  -0.06
C: -5.720 2.498 0.651  -0.05
C: -4.552 1.825 0.963  -0.05
H: 5.096 4.643 1.289  0.07
H: 5.912 3.609 2.464  0.07
H: 6.799 4.907 1.666  0.07
H: 6.576 3.751 -0.517  0.11
H: 7.384 2.716 0.658  0.11
H: 5.236 1.558 1.117  0.11
H: 4.427 2.582 -0.073  0.12
H: 6.703 0.631 -0.648  0.12
H: 5.988 1.721 -1.833  0.11
H: 5.012 -0.450 -2.141  0.11
H: 3.774 0.626 -1.490  0.10
H: 4.028 -0.373 0.742  0.11
H: 5.443 -1.277 0.206  0.12
H: 3.610 -2.797 0.310  0.11
H: 3.996 -2.551 -1.393  0.12
H: 2.122 -0.953 -1.603  0.11
H: 1.750 -1.147 0.109  0.10
H: 0.282 -2.483 -1.516  0.09
H: 1.715 -3.375 -1.979  0.12
H: 1.976 -4.284 0.267  0.11
H: 0.423 -4.693 -0.435  0.12
H: 0.894 -2.531 1.668  0.11
H: 0.334 -4.164 1.962  0.12
H: -1.710 -3.183 1.920  0.11
H: -1.544 -3.486 0.187  0.11
H: -0.565 -1.149 -0.038  0.12
H: -0.893 -0.898 1.680  0.15
H: -3.235 -2.528 -0.712  0.11
H: -2.352 -1.286 -1.614  0.12
H: -4.022 -0.993 -1.095  0.11
H: -3.176 -0.820 2.470  0.13
H: -3.710 -2.259 1.586  0.11
H: -4.505 -0.705 1.301  0.11
H: -1.714 0.793 -0.491  0.15
H: -2.059 1.000 1.236  0.15
H: -3.446 1.205 -2.173  0.12
H: -5.525 2.380 -2.718  0.11
H: -6.989 3.215 -0.916  0.11
H: -6.344 2.881 1.443  0.11
H: -4.269 1.706 1.999  0.12

Max |F|, eV/Å: 0.90
DFT total energy, eV: -24947.72204
Net charge: +1
SMILES string: CCCCCCCCCCCCC[N+](C)(C)Cc1ccccc1
HOMO, eV: -12.5
Relative energy (zero: lowest compared OMol25 entry of this formula, charge and spin), kcal/mol: 4.4
Gap between HOMO and LUMO, eV: 10.2

***

The following is a DFT calculation (ωB97M-V/def2-TZVPD) of C5H10N2O3 in the gas phase at a distorted geometry.

Last column: Löwdin charge in e.
Atoms and positions in Å:
C: -1.167 1.560 0.166  -0.04
C: -1.051 0.261 0.929  -0.29
N: 0.269 -0.080 1.299  0.09
C: 1.272 -0.653 0.661  -0.51
O: 2.199 -1.236 1.287  0.04
C: 1.378 -0.444 -0.800  -0.23
N: 2.525 0.361 -1.001  0.05
C: -1.626 -0.830 0.060  -0.38
O: -0.874 -1.770 -0.326  0.07
O: -2.921 -0.828 -0.386  0.11
H: -0.767 2.458 0.625  0.08
H: -0.770 1.664 -0.889  0.11
H: -2.205 1.773 -0.053  0.08
H: -1.685 0.193 1.825  0.17
H: 0.640 0.451 2.100  0.18
H: 0.463 0.052 -1.142  0.09
H: 1.517 -1.592 -1.098  0.17
H: 3.310 -0.074 -0.745  0.02
H: 2.614 0.492 -1.976  0.07
H: -3.119 -1.759 -0.536  0.12

Max |F|, eV/Å: 5.60
DFT total energy, eV: -14468.71273
SMILES string: C[C@H](NC(=O)CN)C(=O)O
HOMO, eV: -9.2
Relative energy (zero: lowest compared OMol25 entry of this formula, charge and spin), kcal/mol: 56.2
Gap between HOMO and LUMO, eV: 9.6

***

The following is a DFT calculation (ωB97M-V/def2-TZVPD) of a molecular structure, C4H7HoO3 at a distorted geometry.

Last column: Löwdin charge in e.
Atoms and positions in Å:
O: 2.114 0.769 -0.648  -0.50
Ho: 0.695 -0.674 -0.005  1.90
O: -0.464 -2.278 0.014  -0.39
C: -1.839 -2.247 -0.134  -0.31
C: -2.439 -0.933 0.265  -0.05
O: -1.571 0.144 0.166  -0.22
C: -2.048 1.428 0.298  -0.18
C: -1.234 2.453 0.517  0.08
H: -2.344 -3.032 0.465  0.14
H: -2.141 -2.459 -1.189  0.14
H: -3.501 -0.695 0.198  0.13
H: 1.942 1.637 -1.039  -0.02
H: -3.125 1.525 0.160  0.14
H: -0.148 2.341 0.528  0.06
H: -1.659 3.453 0.587  0.09

Max |F|, eV/Å: 2.48
DFT total energy, eV: -36192.64800
Net charge: +1
Spin multiplicity: 6
HOMO (alpha / beta), eV: -11.9 / -14.3
Gap between HOMO and LUMO (alpha / beta), eV: 6.7 / 9.1

***

The following is a DFT calculation (ωB97M-V/def2-TZVPD) of C6H5NO in the gas phase at a distorted geometry.

Last column: Löwdin charge in e.
Atoms and positions in Å:
C: -1.387 -0.965 -1.139  -0.13
C: -1.204 -1.013 0.280  -0.03
C: -0.215 0.023 0.631  -0.23
C: 0.790 0.387 1.565  0.00
C: 1.745 1.143 0.969  0.03
O: 1.403 1.103 -0.457  0.00
N: 0.277 0.343 -0.539  -0.09
C: -0.555 -0.025 -1.641  -0.05
H: -1.927 -1.687 -1.640  0.07
H: -1.512 -1.649 1.164  0.10
H: 0.630 0.321 2.543  0.07
H: 2.542 1.893 1.006  0.13
H: -0.587 0.127 -2.743  0.13

Max |F|, eV/Å: 4.82
DFT total energy, eV: -9835.99243
SMILES string: c1cc2ccon2c1
HOMO, eV: -7.5
Relative energy (zero: lowest compared OMol25 entry of this formula, charge and spin), kcal/mol: 74.1
Gap between HOMO and LUMO, eV: 8.5

***

The following is a DFT calculation (ωB97M-V/def2-TZVPD) of C4H4O in the gas phase at a distorted geometry.

Last column: Löwdin charge in e.
Atoms and positions in Å:
C: -0.566 1.669 -0.375  0.14
C: -1.049 1.037 0.551  -0.03
C: -0.569 -0.389 0.391  -0.38
C: 0.807 -0.742 -0.006  -0.12
O: 0.330 -0.881 1.333  -0.02
H: -0.012 2.004 -1.218  0.06
H: -1.367 -1.038 0.040  0.14
H: 1.577 0.019 -0.166  0.11
H: 0.983 -1.685 -0.526  0.11

Max |F|, eV/Å: 1.36
DFT total energy, eV: -6254.95957
SMILES string: C#C[C@H]1CO1
HOMO, eV: -9.7
Relative energy (zero: lowest compared OMol25 entry of this formula, charge and spin), kcal/mol: 101.9
Gap between HOMO and LUMO, eV: 10.0

***

Which formula does entry 4 have?
C4H7HoO3

***

Which formula does entry 2 have?
C22H40N